# 1
Density functional theory data (ωB97M-V/def2-TZVPD) for an isolated molecule of C5H11N at a distorted geometry.

Summary:
Lowest unoccupied orbital energy: 0.04054 Eh
HOMO: -8.5 eV
Relative energy (zero: lowest compared OMol25 entry of this formula, charge and spin): 103.91 kcal per mole

The geometry in XYZ format:
```
17
C5H11N (ωB97M-V/def2-TZVPD)
C 0.3849 -1.6064 1.9681
C -0.4082 -0.6632 1.0364
C 0.5447 0.3627 0.3079
N -0.9137 0.6468 -1.1710
C 0.1083 1.6446 -0.8515
C -0.7593 0.5340 -2.4208
H 1.1086 -2.2121 1.4066
H -0.2851 -2.3101 2.4852
H 0.9336 -1.0535 2.7376
H -0.9687 -1.2895 0.3317
H -1.1541 -0.1277 1.6337
H 1.2408 -0.2484 -0.2895
H 1.0769 0.9112 1.0636
H -0.3501 2.6639 -0.7908
H 1.0524 1.7571 -1.4616
H -0.7976 1.4256 -3.0322
H -0.7439 -0.4066 -2.9401
```

Atomic partial charges in e from the Löwdin method, atoms 1 to 4: -0.130, -0.273, -0.136, -0.124

# 2
Density functional theory data (ωB97M-V/def2-TZVPD) for an isolated molecule of CH4F2NP at a distorted geometry.

Summary:
Lowest unoccupied orbital energy: 0.03668 Eh
HOMO: -9.2 eV
Relative energy (zero: lowest compared OMol25 entry of this formula, charge and spin): 10.57 kcal per mole

The geometry in XYZ format:
```
9
CH4F2NP (ωB97M-V/def2-TZVPD)
C 0.3887 -0.8217 -0.1826
N 0.6129 0.6304 -0.3321
F 2.4062 2.3515 -1.2339
F 2.6251 0.0571 -1.9015
P 1.5550 1.1800 -1.9417
H 0.6822 -1.0256 0.8728
H -0.5254 -1.2501 -0.5062
H 1.2365 -1.3364 -0.8116
H -0.3356 1.0923 -0.3452
```

Atomic partial charges in e from the Löwdin method, atoms 1 to 4: -0.227, -0.274, -0.301, -0.273

# 3
Density functional theory data (ωB97M-V/def2-TZVPD) for a structure of composition C16H25CuN2O12 at a distorted geometry.

Summary:
Lowest unoccupied orbital energy (spin up / spin down): 0.01139 / 0.01146 Eh
2S+1: 2
HOMO (spin up / spin down): -4.9 / -4.8 eV
Net charge: -1
Relative energy (zero: lowest compared OMol25 entry of this formula, charge and spin): 164.38 kcal per mole

The geometry in XYZ format:
```
56
C16H25CuN2O12 (ωB97M-V/def2-TZVPD)
Cu -0.2593 0.4281 0.9185
N 3.2957 2.4082 4.0920
O 2.4392 2.2261 3.2435
O 4.3935 2.9680 3.9093
O 3.1329 1.8869 5.1626
C -2.3226 3.1398 -4.6380
C -2.0707 2.3401 -3.4584
C -2.7966 0.9185 -3.4096
O -2.6027 0.1854 -2.4294
C -3.5978 0.4643 -4.5118
C -3.6858 1.1941 -5.6449
C -3.1157 2.5878 -5.6453
O -3.5842 3.5099 -6.4040
O -4.1720 0.6517 -6.6758
O -1.3080 2.5503 -2.5044
H -2.2367 4.2155 -4.5934
H -3.8527 -0.5814 -4.4236
C 2.1991 -3.6895 -2.6268
C 3.6225 -3.1208 -2.6968
O 3.8791 -1.8785 -3.3450
C 3.5558 -0.6806 -2.7801
O 2.6465 -0.6647 -1.9512
O 4.3718 0.2178 -3.1883
C 4.1732 1.5397 -2.7414
H 1.5268 -3.1042 -1.9994
H 2.2135 -4.6567 -2.1244
H 1.8293 -3.7602 -3.6497
H 4.2727 -3.7744 -3.2783
H 3.9795 -3.0309 -1.6708
H 4.9502 2.2421 -3.0430
H 3.9097 1.7163 -1.6986
H 3.2849 1.7925 -3.3203
C -2.0421 3.0693 2.7866
O -2.1281 1.6009 2.6602
C -3.0853 1.0350 3.5790
C -3.1258 -0.4357 3.4617
N -1.6632 -0.8619 3.3728
C -1.5576 -2.2393 3.0408
C -0.0752 -2.6146 3.0291
O 0.8087 -1.6275 2.5686
C 2.1972 -1.7228 3.0040
H -1.7130 3.3470 3.7880
H -3.0218 3.5280 2.6528
H -1.2056 3.5900 2.3206
H -4.0325 1.3729 3.1588
H -2.9045 1.5092 4.5437
H -3.6798 -0.8183 2.6045
H -3.4853 -0.9803 4.3348
H -1.3718 -0.8637 4.3398
H -2.0326 -2.4585 2.0845
H -1.9887 -2.8853 3.8057
H 0.1330 -3.5043 2.4347
H 0.1894 -2.9752 4.0231
H 2.8350 -2.4572 2.5122
H 2.0904 -2.0415 4.0409
H 2.7881 -0.8072 2.9801
```

Atomic partial charges in e from the Löwdin method, atoms 1 to 4: 0.780, -0.715, -0.098, -0.088

# 4
Density functional theory data (ωB97M-V/def2-TZVPD) for a cluster of 5 separate species, C46H42F12IN3O16S2 in total at a distorted geometry.

Summary:
Lowest unoccupied orbital energy: -0.01996 Eh
HOMO: -8.8 eV
Relative energy (zero: lowest compared OMol25 entry of this formula, charge and spin): 37.27 kcal per mole

The geometry in XYZ format:
```
122
C46H42F12IN3O16S2 (ωB97M-V/def2-TZVPD)
O -0.1755 -4.1964 3.2437
C -0.1412 -5.1693 2.5342
O 0.3873 -5.2043 1.2832
C 1.6162 -4.4847 1.1616
C 1.8466 -4.2006 -0.3503
C 0.5983 -3.5073 -0.8738
C -0.3666 -4.2888 -1.5096
C -0.1718 -5.7869 -1.7348
C 0.7768 -5.9392 -2.9706
C 0.6188 -7.2760 -3.6858
C 0.9183 -8.4723 -2.7696
O 1.6367 -8.3690 -1.8080
O 0.3121 -9.6477 -3.0951
C -1.5490 -3.7333 -1.9850
C -2.6423 -4.5427 -2.6480
O -3.2112 -5.4337 -2.0634
N -3.0982 -4.2525 -4.0202
C -2.0351 -3.9538 -4.8759
O -1.1830 -4.7380 -5.1902
F -2.0178 -2.7018 -5.3865
C -1.7439 -2.3541 -1.8366
C -3.0045 -1.7205 -2.3625
C -2.9025 -0.7963 -3.3896
C -4.1204 -0.2939 -3.8404
C -5.2633 -0.7649 -3.2222
N -5.3607 -1.6184 -2.2177
C -4.2014 -2.1022 -1.7821
C -0.7711 -1.6159 -1.2275
C 0.4062 -2.1452 -0.7334
N 1.4477 -1.3602 -0.1089
C 2.3260 -0.7201 -1.1015
F 2.6822 0.5183 -0.7247
F 1.7295 -0.5637 -2.3077
C 3.6652 -1.4777 -1.4148
F 3.5029 -2.4005 -2.3623
F 4.2622 -1.9931 -0.3519
F 4.5202 -0.5712 -1.9286
C 0.9314 -0.3342 0.7712
C 1.5695 -0.0505 1.9697
I 3.3017 -1.1263 2.5749
C 1.1076 0.9598 2.8038
S 1.8590 1.4616 4.3436
O 2.2044 0.3872 5.2192
O 0.9480 2.3621 4.9997
C 3.3074 2.5217 3.8834
F 4.4122 1.8398 3.5930
F 2.9501 3.1530 2.7407
C 3.6488 3.6441 4.9354
F 3.3315 3.3039 6.1960
F 3.1096 4.8138 4.5129
F 4.9597 3.8400 4.8886
C -0.0134 1.6990 2.4753
C -0.6496 1.4191 1.3115
F -1.7367 2.1019 0.9748
C -0.1764 0.4385 0.4754
S -1.0214 0.1420 -1.0492
H -0.5901 -6.1165 2.8827
H 2.4479 -5.0768 1.5660
H 1.6127 -3.5218 1.6832
H 2.0285 -5.1686 -0.8162
H 2.7425 -3.6027 -0.4861
H 0.2985 -6.2548 -0.8674
H -1.1184 -6.3026 -1.8914
H 0.4933 -5.1289 -3.6518
H 1.8235 -5.7583 -2.7136
H 1.3945 -7.3252 -4.4702
H -0.3340 -7.3862 -4.2185
H 0.0161 -9.5555 -4.0102
H -3.7859 -3.5000 -4.0054
H -1.9532 -0.5005 -3.8221
H -4.1714 0.4326 -4.6493
H -6.2090 -0.3818 -3.6137
H -4.1963 -2.8251 -0.9679
H -0.3512 2.4803 3.1486
O 5.3592 8.6612 8.9712
C 4.5404 7.9531 8.4660
O 3.3034 8.3782 8.1130
C 2.5225 7.2705 7.6349
C 3.5315 6.2193 7.1948
C 4.6815 6.4761 8.1675
H 1.8850 6.9174 8.4487
H 1.8908 7.6058 6.8148
H 3.1368 5.2113 7.2192
H 3.8659 6.4221 6.1772
H 4.5616 5.9195 9.0984
H 5.6480 6.2626 7.7191
O -4.6579 1.9315 -5.9758
C -4.3638 1.5299 -7.0657
O -4.3112 0.2141 -7.3781
C -3.8234 0.0487 -8.7218
C -4.1002 1.3750 -9.4106
C -3.9603 2.3669 -8.2607
H -2.7570 -0.1831 -8.6771
H -4.3432 -0.7812 -9.1950
H -3.4340 1.5714 -10.2486
H -5.1249 1.3910 -9.7857
H -2.9289 2.6968 -8.1274
H -4.6199 3.2225 -8.3753
O -2.8082 -0.4155 1.8433
C -3.5076 -0.4519 2.8133
O -4.3256 -1.4909 3.0987
C -5.1114 -1.1896 4.2646
C -4.3303 -0.1165 5.0053
C -3.6555 0.6318 3.8616
H -6.0938 -0.8397 3.9394
H -5.2389 -2.0928 4.8571
H -4.9553 0.5113 5.6381
H -3.5716 -0.5805 5.6380
H -4.2881 1.4254 3.4607
H -2.6850 1.0289 4.1496
O 1.0529 6.7742 -1.1355
C 2.1451 6.6650 -0.6652
O 2.9991 7.7096 -0.5122
C 4.2658 7.2392 -0.0230
C 3.9668 5.9051 0.6410
C 2.8060 5.3834 -0.1982
H 4.9490 7.1384 -0.8697
H 4.6761 7.9665 0.6744
H 4.8256 5.2362 0.6712
H 3.6320 6.0681 1.6675
H 3.1499 4.8258 -1.0708
H 2.1157 4.7822 0.3879
```

Atomic partial charges in e from the Löwdin method, atoms 1 to 4: 0.084, -0.305, -0.036, -0.152

# 5
Density functional theory data (ωB97M-V/def2-TZVPD) for a structure of composition C16H36AsS3Ti.

Summary:
Lowest unoccupied orbital energy (spin up / spin down): -0.24975 / -0.23956 Eh
2S+1: 2
HOMO (spin up / spin down): -15.2 / -15.5 eV
Net charge: +2

The geometry in XYZ format:
```
57
C16H36AsS3Ti (ωB97M-V/def2-TZVPD)
Ti -0.4118 -0.3463 -0.2099
C -0.3401 -3.3998 -2.2476
C 0.6930 -2.4669 -2.8552
S 1.5579 -1.3704 -1.7011
C 2.4345 -2.4510 -0.5323
C 1.6240 -3.1506 0.5535
S 0.4760 -2.0648 1.4714
C -1.0117 -3.0938 1.6096
C -1.5873 -3.6512 0.3082
S -1.5178 -2.5426 -1.1418
H 0.1358 -4.1998 -1.6848
H -0.9104 -3.8675 -3.0504
H 0.2318 -1.7825 -3.5719
H 1.4362 -3.0394 -3.4127
H 3.1915 -1.8009 -0.0909
H 2.9788 -3.1932 -1.1199
H 2.3190 -3.5781 1.2770
H 1.0435 -3.9743 0.1464
H -1.7308 -2.4445 2.1106
H -0.7980 -3.9151 2.2959
H -2.6346 -3.9053 0.4707
H -1.0929 -4.5754 0.0128
C -4.0343 1.3225 -0.5192
C -2.5179 1.1482 -0.3905
C -1.9683 0.8864 -1.8182
C -2.2055 0.0538 0.6763
H -4.2789 2.1022 -1.2402
H -4.4639 1.5957 0.4427
H -4.5002 0.3920 -0.8460
H -2.0925 2.0974 -0.0475
H -2.4843 0.0649 -2.3163
H -0.8575 0.7114 -1.9397
H -2.0577 1.7866 -2.4258
H -2.9854 -0.7118 0.6760
H -2.1445 0.4909 1.6780
C 0.3523 2.2216 3.1586
C 0.3518 2.9256 1.8101
As 1.0625 1.8280 0.3627
C 1.2372 3.0579 -1.1518
C 0.0920 4.0461 -1.3102
C 2.9514 1.5440 0.7661
C 3.2884 0.5231 1.8386
H -0.1853 2.8148 3.8969
H 1.3612 2.0708 3.5377
H -0.1347 1.2433 3.1082
H 0.9462 3.8435 1.8272
H -0.6601 3.2136 1.5152
H 1.3710 2.4470 -2.0491
H 2.1807 3.5870 -0.9933
H -0.8728 3.5530 -1.4362
H 0.2542 4.6695 -2.1887
H 0.0109 4.7135 -0.4517
H 3.3462 2.5300 1.0265
H 3.4021 1.2807 -0.1961
H 3.0245 0.8696 2.8359
H 4.3584 0.3170 1.8387
H 2.7662 -0.4264 1.6881
```

Atomic partial charges in e from the Löwdin method, atoms 1 to 4: 0.403, -0.443, -0.468, 0.868

The records above give, respectively, molar mass values of 85.15, 99.02, 500.92, 1311.86, 447.45 u.
The records above give, respectively, total energy values of -251.69693, -636.38311, -3277.19303, -5438.71458, -4910.49879 hartree.